Entry 1:
The following is a quantum chemistry calculation of a molecular structure, C32H30AgN5OS2, from the Open Molecules 2025 dataset.

Properties
**HOMO-LUMO gap**: 5.562 eV
**Relative energy (zero: lowest compared OMol25 entry of this formula, charge and spin)**: 30.4 kJ/mol
**Energy**: -68838.373 eV
**Spin multiplicity**: 1

Last column: Mulliken charge in e.
CARTESIAN COORDINATES (ANGSTROEM)
Ag (-1.9597, -0.8803, 0.7651)  0.04
C (-2.4533, -2.1537, 5.2161)  -1.29
C (-2.3028, -2.1306, 3.7204)  0.03
N (-2.2489, -1.0313, 3.0386)  0.53
N (-2.3133, 0.1674, 3.5984)  -0.75
C (-2.4991, 1.1718, 2.7396)  0.59
O (-2.8436, 1.0428, 1.5400)  -0.88
C (-2.3260, 2.5348, 3.2925)  0.50
C (-2.0418, 3.5741, 2.4101)  -0.53
C (-1.8841, 4.8644, 2.8770)  -0.51
C (-2.0269, 5.1318, 4.2295)  -0.36
C (-2.3130, 4.1004, 5.1104)  -0.63
C (-2.4530, 2.8056, 4.6500)  -0.21
C (-2.1852, -3.3597, 2.9534)  0.58
C (-2.1317, -4.6191, 3.5693)  -0.60
C (-1.9905, -5.7502, 2.7915)  -0.45
C (-1.9037, -5.6178, 1.4116)  -0.67
C (-1.9977, -4.3426, 0.8785)  -0.23
N (-2.1386, -3.2508, 1.6105)  0.17
H (-2.4922, -1.1277, 5.5708)  0.28
H (-1.6023, -2.6503, 5.6803)  0.32
H (-3.3684, -2.6647, 5.5113)  0.32
H (-1.9480, 3.3426, 1.3593)  0.43
H (-1.6546, 5.6615, 2.1844)  0.38
H (-1.9146, 6.1409, 4.5973)  0.37
H (-2.4322, 4.3108, 6.1630)  0.37
H (-2.6750, 1.9938, 5.3247)  0.39
H (-2.1956, -4.6993, 4.6434)  0.32
H (-1.9420, -6.7275, 3.2505)  0.41
H (-1.7781, -6.4747, 0.7674)  0.38
H (-1.9606, -4.1901, -0.1932)  0.37
S (-1.5126, -1.3786, -1.6657)  -0.27
C (0.1238, -1.0881, -1.9108)  0.26
N (0.5764, -0.8925, -3.1735)  0.21
C (1.9801, -0.6362, -3.3657)  -0.57
C (2.7408, -1.6565, -2.5257)  -1.10
N (2.3712, -1.4769, -1.1418)  0.17
C (3.4651, -1.3630, -0.1952)  -1.52
C (4.2480, -0.1065, -0.4736)  0.85
C (5.5503, -0.1553, -0.9506)  -0.30
C (6.2326, 1.0128, -1.2480)  -0.61
C (5.6108, 2.2380, -1.0848)  -0.40
C (4.3070, 2.2948, -0.6168)  -0.82
C (3.6302, 1.1282, -0.3132)  -0.15
C (1.0940, -1.1361, -0.8372)  0.54
S (0.6950, -0.7212, 0.7411)  -0.32
C (-0.3264, -0.8177, -4.3014)  -2.07
C (-0.8585, 0.5819, -4.5051)  1.03
C (-0.0260, 1.5859, -4.9830)  -0.12
C (-0.5083, 2.8675, -5.1797)  -0.74
C (-1.8338, 3.1607, -4.9026)  -0.38
C (-2.6641, 2.1712, -4.4069)  -0.77
C (-2.1793, 0.8901, -4.2059)  -0.31
H (2.2540, 0.3757, -3.0356)  0.33
H (2.2214, -0.7420, -4.4243)  0.57
H (3.8165, -1.5071, -2.6287)  0.44
H (2.4789, -2.6677, -2.8630)  0.34
H (4.1011, -2.2477, -0.2956)  0.42
H (3.0413, -1.3358, 0.8100)  0.46
H (6.0392, -1.1103, -1.0800)  0.40
H (7.2480, 0.9660, -1.6158)  0.38
H (6.1411, 3.1487, -1.3223)  0.39
H (3.8185, 3.2498, -0.4904)  0.42
H (2.6182, 1.1675, 0.0584)  0.40
H (-1.1564, -1.5031, -4.1120)  0.72
H (0.2155, -1.1525, -5.1920)  0.53
H (1.0066, 1.3662, -5.2158)  0.36
H (0.1524, 3.6388, -5.5483)  0.37
H (-2.2147, 4.1576, -5.0758)  0.39
H (-3.6931, 2.4002, -4.1692)  0.38
H (-2.8309, 0.1241, -3.8159)  0.40


Entry 2:
The following is a quantum chemistry calculation of a gas-phase ion, CN4OP (charge -1), from the Open Molecules 2025 dataset.

Properties
**HOMO-LUMO gap**: 9.053 eV
**SMILES**: [O-]P1=C=NN=NN=1
**Relative energy (zero: lowest compared OMol25 entry of this formula, charge and spin)**: 233.7 kJ/mol
**Energy**: -18331.591 eV
**Spin multiplicity**: 1
**Total charge**: -1

Last column: Mulliken charge in e.
CARTESIAN COORDINATES (ANGSTROEM)
O (1.8173, 0.0093, 0.9751)  -0.57
P (1.5572, 0.0105, -0.4864)  0.22
C (0.0291, 1.0494, -0.5332)  0.16
N (-0.9497, 1.0509, 0.1297)  -0.12
N (-1.5816, -0.0833, 0.5140)  -0.38
N (-0.9235, -1.0856, 0.0725)  -0.06
N (0.0512, -0.9512, -0.6716)  -0.24


Entry 3:
The following is a quantum chemistry calculation of a molecular structure, C28H52As2N5O3Ti, from the Open Molecules 2025 dataset.

Properties
**HOMO-LUMO gap (spin up / spin down)**: 8.224 / 8.278 eV
**<S²>**: 0.75
**Relative energy (zero: lowest compared OMol25 entry of this formula, charge and spin)**: 68.4 kJ/mol
**Energy**: -188254.068 eV
**Spin multiplicity**: 2
**Total charge**: +2

Last column: Mulliken charge in e.
CARTESIAN COORDINATES (ANGSTROEM)
Ti (-0.1996, -0.2674, 0.5359)  -0.39
O (1.3300, -3.0022, 3.2092)  -0.55
C (0.9698, -2.0201, 2.6191)  -0.25
N (0.2971, -1.9630, 1.3976)  1.14
C (0.1386, -3.1333, 0.6388)  -0.75
O (0.7939, -4.1366, 0.6991)  -0.54
C (-1.0226, -2.9778, -0.3030)  0.61
C (-1.6339, -4.0860, -0.8592)  -0.53
C (-2.8039, -3.8997, -1.5782)  -1.09
C (-3.3096, -2.6105, -1.6954)  -1.10
C (-2.6102, -1.5602, -1.1329)  -1.03
N (-1.4612, -1.7213, -0.4597)  1.55
C (1.1390, -0.6395, 3.1882)  0.44
C (1.6936, -0.4603, 4.4414)  -0.99
C (1.7943, 0.8289, 4.9398)  -0.95
C (1.3095, 1.8759, 4.1666)  -1.16
C (0.7684, 1.5999, 2.9239)  -0.53
N (0.7011, 0.3624, 2.4131)  1.77
H (-1.1952, -5.0586, -0.6922)  0.61
H (-3.3221, -4.7391, -2.0182)  0.49
H (-4.2360, -2.4151, -2.2158)  0.55
H (-2.9778, -0.5439, -1.2276)  0.59
H (2.0219, -1.3317, 4.9895)  0.63
H (2.2263, 1.0142, 5.9124)  0.49
H (1.3398, 2.8960, 4.5202)  0.58
H (0.3506, 2.3942, 2.3220)  0.13
C (-1.9893, 0.0856, 3.5379)  -1.52
N (-2.2900, -0.0641, 2.0962)  0.64
C (-3.0505, -1.3340, 2.0119)  -1.45
C (-3.2316, 1.0257, 1.7135)  -0.89
C (-2.7253, 2.4606, 1.8240)  -1.17
N (-1.9251, 2.9936, 0.7075)  0.14
C (-1.4470, 4.3323, 1.0903)  -1.18
C (-2.7657, 3.1499, -0.4821)  -1.12
H (-2.9251, 0.1230, 4.1064)  0.51
H (-1.4261, 0.9880, 3.7501)  0.36
H (-1.4203, -0.7765, 3.8843)  0.42
H (-3.8438, -1.3446, 2.7667)  0.58
H (-2.3850, -2.1762, 2.1989)  0.22
H (-3.5208, -1.4475, 1.0394)  0.43
H (-4.0979, 0.9612, 2.3878)  0.48
H (-3.6113, 0.8132, 0.7113)  0.27
H (-2.1391, 2.5729, 2.7386)  0.40
H (-3.6087, 3.1024, 1.9535)  0.55
H (-2.2787, 4.9904, 1.3650)  0.43
H (-0.9136, 4.7886, 0.2562)  0.36
H (-0.7741, 4.2661, 1.9453)  0.35
H (-3.1361, 2.1861, -0.8243)  0.17
H (-3.6225, 3.8025, -0.2770)  0.41
H (-2.1785, 3.5958, -1.2878)  0.40
C (1.6552, 2.5892, 0.0439)  -1.01
O (0.5043, 1.7273, -0.0085)  0.96
H (1.7684, 3.0589, 1.0206)  0.41
H (1.5647, 3.3614, -0.7219)  0.30
H (2.5358, 1.9857, -0.1575)  0.26
H (-0.3553, 2.2395, 0.0764)  -0.17
C (-0.3538, -0.9016, -3.5402)  -0.64
As (-0.9711, 0.6669, -2.5495)  1.43
C (0.0584, 2.0932, -3.4037)  -1.32
C (-2.6025, 0.8685, -3.6201)  -1.35
H (-0.2730, -0.6564, -4.6002)  0.63
H (-1.0830, -1.7045, -3.4233)  0.36
H (0.6057, -1.2597, -3.1746)  -0.58
H (0.3600, 1.7794, -4.4029)  0.52
H (0.9423, 2.3562, -2.8290)  0.17
H (-0.5720, 2.9794, -3.4957)  0.45
H (-2.3073, 0.9707, -4.6648)  0.48
H (-3.1764, 1.7464, -3.3287)  0.39
H (-3.2306, -0.0158, -3.5237)  0.40
C (4.9377, -0.5337, 0.5164)  -1.64
C (3.4410, -0.6327, 0.7944)  -0.40
As (2.2466, -0.8687, -0.7700)  1.01
C (3.1366, 0.2704, -2.1325)  0.09
C (3.3987, -0.3378, -3.5077)  -1.43
C (2.8721, -2.6732, -1.2361)  -1.03
C (2.1174, -3.4211, -2.3273)  -1.10
H (5.4876, -0.6424, 1.4505)  0.43
H (5.2173, 0.4310, 0.0943)  0.41
H (5.2905, -1.3158, -0.1568)  0.30
H (3.1065, 0.2363, 1.3694)  0.12
H (3.2415, -1.5175, 1.4075)  0.35
H (4.0893, 0.5489, -1.6839)  0.53
H (2.5522, 1.1835, -2.2353)  -0.11
H (3.9924, -1.2481, -3.4469)  0.35
H (3.9659, 0.3739, -4.1079)  0.44
H (2.4859, -0.5612, -4.0531)  0.24
H (2.8385, -3.2375, -0.3008)  0.68
H (3.9248, -2.5459, -1.5044)  0.71
H (1.0812, -3.6084, -2.0440)  0.08
H (2.5868, -4.3912, -2.4911)  0.44
H (2.1239, -2.8933, -3.2791)  0.28


Entry 4:
The following is a quantum chemistry calculation of C5H4ClFO in the gas phase, from the Open Molecules 2025 dataset.

Properties
**HOMO-LUMO gap**: 10.583 eV
**SMILES**: C#C[C@@H]1[C@H](O)[C@]1(F)Cl
**Relative energy (zero: lowest compared OMol25 entry of this formula, charge and spin)**: 257.7 kJ/mol
**Energy**: -22533.817 eV
**Spin multiplicity**: 1

Last column: Mulliken charge in e.
CARTESIAN COORDINATES (ANGSTROEM)
C (1.2349, 2.2593, 0.1533)  0.34
C (0.5605, 1.3238, -0.2269)  -0.88
C (-0.0495, 0.1477, -0.7389)  -0.40
C (-0.9487, -0.7171, 0.1729)  -0.30
O (-1.1727, -0.5209, 1.5089)  -0.49
C (0.2604, -1.2925, -0.3628)  0.77
F (0.0557, -2.2061, -1.3169)  -0.25
Cl (1.6153, -1.7675, 0.6394)  -0.18
H (1.7560, 3.1467, 0.5551)  0.40
H (-0.4454, 0.1975, -1.7474)  0.33
H (-1.8559, -0.9758, -0.3367)  0.33
H (-1.0105, 0.4047, 1.7000)  0.34


Entry 5:
The following is a quantum chemistry calculation of 10 unconnected molecules or ions with the total composition C8H34BF4O9, from the Open Molecules 2025 dataset.

Properties
**HOMO-LUMO gap**: 10.086 eV
**Relative energy (zero: lowest compared OMol25 entry of this formula, charge and spin)**: 0.0 kJ/mol
**Energy**: -38827.946 eV
**Spin multiplicity**: 1
**Total charge**: -1

Last column: Mulliken charge in e.
CARTESIAN COORDINATES (ANGSTROEM)
B (0.1297, -0.0246, 0.0827)  0.98
F (1.2942, 0.5226, -0.4603)  -0.48
F (-0.7596, -0.3050, -0.9751)  -0.40
F (0.3630, -1.1782, 0.8360)  -0.16
F (-0.5109, 0.9734, 0.8789)  -0.40
C (-3.5025, -0.4159, 0.7688)  -0.46
O (-2.7575, -0.2331, 1.9538)  -0.60
H (-4.5737, -0.4378, 0.9908)  0.36
H (-3.4674, 0.4217, 0.0632)  0.18
H (-3.2033, -1.3370, 0.2665)  0.09
H (-1.8825, 0.0779, 1.6613)  0.34
C (-0.1611, 3.5125, -2.0452)  -0.51
O (-1.2644, 2.9931, -1.3063)  -0.60
H (0.0338, 3.0519, -3.0205)  0.23
H (-0.3656, 4.5600, -2.2737)  0.29
H (0.7351, 3.3953, -1.4340)  0.21
H (-0.9660, 2.1569, -0.9327)  0.28
C (3.7589, -1.2101, 2.7226)  -0.56
O (2.4678, -1.7890, 2.8170)  -0.54
H (4.2980, -1.5086, 1.8182)  0.23
H (3.7675, -0.1180, 2.7674)  0.24
H (4.2834, -1.5990, 3.5972)  0.26
H (1.8628, -1.3065, 2.2406)  0.27
C (-0.6152, -2.2655, -3.7579)  -0.53
O (0.0712, -1.0104, -3.7922)  -0.56
H (-1.0151, -2.4265, -4.7631)  0.29
H (0.1171, -3.0605, -3.5840)  0.22
H (-1.4074, -2.2700, -3.0110)  0.22
H (-0.0203, -0.6239, -2.9144)  0.28
C (1.2107, 3.7275, 1.8309)  -0.30
O (1.8599, 3.0148, 0.7904)  -0.56
H (1.6617, 4.7190, 1.8300)  0.27
H (0.1312, 3.7260, 1.6837)  -0.02
H (1.4709, 3.2953, 2.8050)  0.24
H (1.4298, 2.1648, 0.6332)  0.22
C (-2.9670, 3.5436, 2.0177)  -0.42
O (-4.3617, 3.3310, 1.7948)  -0.52
H (-2.5281, 2.6126, 2.3919)  0.24
H (-2.4102, 3.7551, 1.1039)  0.07
H (-2.7488, 4.3687, 2.7023)  0.33
H (-4.7363, 3.3116, 2.6798)  0.30
C (-1.2130, -4.1106, 1.1541)  -0.69
O (-0.1612, -3.8258, 0.2526)  -0.57
H (-2.1549, -3.6852, 0.8053)  0.23
H (-1.2592, -5.1952, 1.2520)  0.29
H (-1.0024, -3.7446, 2.1638)  0.27
H (0.0442, -2.8760, 0.2956)  0.40
C (2.6970, -3.0439, -1.3419)  -0.31
O (1.8232, -4.0838, -1.7529)  -0.57
H (2.1734, -2.0818, -1.3859)  -0.07
H (2.9772, -3.1231, -0.2841)  0.21
H (3.5662, -3.0134, -1.9914)  0.35
H (1.1290, -4.1527, -1.0730)  0.50
O (2.3211, 1.3165, -3.1395)  -0.65
H (2.6052, 0.7094, -3.8297)  0.29
H (1.7320, 0.7945, -2.5832)  0.30